{
  "formula": "C11H30BBrN2P2V",
  "method": "ωB97M-V/def2-TZVPD",
  "species": ["V", "H", "H", "P", "P", "C", "H", "H", "H", "C", "H", "H", "H", "C", "H", "H", "H", "C", "H", "H", "H", "C", "H", "H", "H", "C", "H", "H", "H", "H", "H", "H", "H", "B", "N", "H", "H", "Br", "C", "C", "C", "C", "N", "C", "H", "H", "H", "H"],
  "coordinates": [[-0.23, 0.03, -0.21], [4.07, -0.19, -3.58], [-1.53, 0.65, -0.45], [0.57, -1.97, -0.51], [0.82, 2.15, -0.26], [2.62, 2.51, -0.14], [2.71, 3.60, -0.24], [3.01, 2.16, 0.83], [3.15, 2.01, -0.97], [0.39, 2.90, -1.88], [-0.70, 2.96, -1.98], [0.84, 3.90, -1.87], [0.84, 2.30, -2.69], [0.07, 3.15, 1.06], [0.28, 2.70, 2.03], [0.51, 4.14, 0.99], [-1.01, 3.21, 0.91], [1.33, -2.51, -2.08], [1.45, -3.60, -2.06], [0.71, -2.20, -2.92], [2.31, -2.03, -2.18], [1.90, -2.48, 0.66], [1.59, -2.35, 1.70], [2.14, -3.54, 0.50], [2.79, -1.87, 0.50], [-0.69, -3.26, -0.17], [-1.51, -3.19, -0.90], [-0.22, -4.24, -0.25], [-1.11, -3.14, 0.83], [-2.31, -1.07, -1.68], [-2.84, 0.43, -2.16], [-0.77, 1.11, -3.39], [-0.72, -1.12, -3.61], [-1.01, -0.07, -3.06], [-2.02, -0.16, -1.97], [3.38, -0.04, -3.74], [1.24, 0.45, 0.07], [-0.59, -1.73, 5.42], [-1.37, -0.74, 4.01], [-2.65, -0.19, 4.16], [-3.19, 0.49, 3.07], [-2.48, 0.57, 1.86], [-1.28, 0.01, 1.72], [-0.68, -0.57, 2.79], [-3.18, -0.30, 5.12], [-4.16, 0.98, 3.13], [-2.83, 1.09, 0.98], [0.33, -0.93, 2.62]],
  "spin_multiplicity": 4,
  "s_squared": 3.769,
  "total_charge": 2,
  "homo_energy_ev": [-15.1, -15.2],
  "homo_lumo_gap_ev": [7.9069, 6.3841],
  "e_above_lowest_kcal_mol": 0.0,
  "e_lumo_ev": [-7.14, -8.80]
}

{
  "formula": "C30H41N5O3PtS2Si2Te",
  "method": "ωB97M-V/def2-TZVPD",
  "species": ["Pt", "O", "C", "N", "C", "C", "C", "C", "C", "C", "N", "C", "C", "C", "C", "C", "N", "H", "H", "H", "H", "H", "H", "H", "H", "H", "H", "O", "C", "C", "C", "C", "C", "C", "C", "O", "N", "N", "C", "S", "C", "C", "S", "H", "H", "H", "H", "H", "H", "H", "H", "H", "C", "Si", "C", "C", "C", "Te", "C", "Si", "C", "C", "C", "H", "H", "H", "H", "H", "H", "H", "H", "H", "H", "H", "H", "H", "H", "H", "H", "H", "H", "H", "H", "H", "H"],
  "coordinates": [[0.13, 0.78, 0.00], [3.78, 1.40, -2.93], [2.81, 1.20, -2.15], [1.97, 1.60, 0.23], [2.39, 1.66, 1.64], [1.19, 1.63, 2.54], [1.28, 1.86, 3.90], [0.13, 1.89, 4.66], [-1.09, 1.73, 4.03], [-1.12, 1.48, 2.68], [0.00, 1.38, 1.94], [1.40, 1.35, -2.80], [1.45, 1.68, -4.15], [0.28, 1.84, -4.87], [-0.93, 1.68, -4.20], [-0.89, 1.37, -2.86], [0.24, 1.19, -2.15], [2.99, 2.56, 1.78], [3.04, 0.80, 1.82], [2.25, 2.04, 4.34], [0.19, 2.08, 5.73], [-2.02, 1.81, 4.58], [-2.05, 1.39, 2.14], [2.44, 1.79, -4.57], [0.30, 2.09, -5.92], [-1.88, 1.81, -4.69], [-1.83, 1.29, -2.32], [4.80, 0.12, 0.08], [5.25, 1.42, -0.05], [6.56, 1.77, 0.21], [6.93, 3.11, 0.12], [5.99, 4.08, -0.20], [4.68, 3.71, -0.45], [4.30, 2.37, -0.39], [2.93, 1.97, -0.80], [1.95, 2.91, -0.41], [2.89, -0.43, -1.74], [1.84, -0.95, -1.33], [2.02, -2.38, -1.22], [3.50, -3.04, -0.86], [2.95, -4.76, -1.14], [1.47, -4.86, -0.83], [0.67, -3.34, -1.43], [5.56, -0.47, 0.02], [7.29, 1.02, 0.48], [7.95, 3.39, 0.31], [6.28, 5.11, -0.26], [3.95, 4.46, -0.73], [3.55, -5.42, -0.51], [3.16, -4.98, -2.19], [1.27, -4.93, 0.24], [1.01, -5.71, -1.34], [-5.70, -1.12, -0.78], [-5.16, 0.61, -1.24], [-4.71, 0.70, -3.05], [-6.45, 1.86, -0.77], [-3.58, 1.05, -0.27], [-2.10, -0.48, -0.28], [-2.67, -1.32, 1.59], [-1.80, -2.89, 2.19], [0.01, -2.46, 2.44], [-2.06, -4.25, 0.93], [-2.61, -3.35, 3.79], [-6.54, -1.42, -1.41], [-6.05, -1.17, 0.25], [-4.92, -1.87, -0.92], [-5.53, 0.34, -3.68], [-3.85, 0.07, -3.28], [-4.49, 1.72, -3.36], [-7.38, 1.69, -1.31], [-6.12, 2.88, -0.99], [-6.68, 1.81, 0.30], [-3.80, 1.26, 0.78], [-3.10, 1.93, -0.69], [-3.74, -1.52, 1.46], [-2.57, -0.53, 2.33], [0.39, -1.82, 1.64], [0.64, -3.35, 2.49], [0.14, -1.93, 3.38], [-1.75, -3.98, -0.08], [-3.12, -4.49, 0.87], [-1.54, -5.17, 1.22], [-2.51, -2.56, 4.54], [-2.16, -4.25, 4.22], [-3.67, -3.55, 3.66]],
  "total_charge": 2,
  "homo_energy_ev": -13.0,
  "homo_lumo_gap_ev": 6.0489,
  "e_lumo_ev": -6.94
}

{
  "formula": "C3NO3S",
  "method": "ωB97M-V/def2-TZVPD",
  "species": ["C", "C", "C", "N", "O", "O", "O", "S"],
  "coordinates": [[-0.29, 0.67, 0.87], [-0.99, 0.82, -0.55], [1.17, -0.86, -0.34], [0.53, -0.29, 0.83], [-0.78, 1.40, 1.70], [2.22, -1.44, -0.15], [0.56, -0.68, -1.42], [-2.42, 0.38, -0.94]],
  "total_charge": -1,
  "homo_energy_ev": [-4.9, -4.9],
  "homo_lumo_gap_ev": [6.9465, 6.9449],
  "e_above_lowest_kcal_mol": 74.6,
  "e_lumo_ev": [2.03, 2.03]
}

{
  "formula": "H4N4O2",
  "method": "ωB97M-V/def2-TZVPD",
  "species": ["N", "N", "N", "N", "O", "O", "H", "H", "H", "H"],
  "coordinates": [[-1.00, 0.46, -1.09], [0.65, -0.63, 0.87], [0.27, 0.63, -0.89], [1.03, -0.32, -1.66], [0.47, -1.27, -2.16], [2.20, -0.03, -1.87], [-1.44, -0.47, -1.04], [-1.44, 1.14, -0.53], [1.00, 0.21, 1.26], [1.63, -1.00, 0.47]],
  "total_charge": 0,
  "homo_energy_ev": [-9.6, -10.5],
  "homo_lumo_gap_ev": [9.0142, 9.1631],
  "e_above_lowest_kcal_mol": 57.4,
  "e_lumo_ev": [-0.61, -1.35]
}

{
  "formula": "C9H11N2S2",
  "method": "ωB97M-V/def2-TZVPD",
  "species": ["C", "C", "C", "C", "C", "C", "C", "C", "C", "N", "N", "S", "S", "H", "H", "H", "H", "H", "H", "H", "H", "H", "H", "H"],
  "coordinates": [[0.83, -3.65, 0.21], [-0.57, -3.63, -0.09], [1.60, -2.47, 0.13], [-1.15, -2.40, -0.21], [-0.33, 1.05, -0.66], [0.97, -1.24, -0.04], [-0.40, -1.21, -0.10], [3.16, 1.92, 0.48], [-3.29, 1.77, 0.10], [1.59, -0.05, -0.04], [-1.04, 0.05, -0.37], [2.77, 0.65, -0.79], [-2.84, 0.02, -0.06], [1.23, -4.57, 0.50], [-1.22, -4.44, -0.01], [2.67, -2.45, 0.48], [-2.20, -2.16, -0.38], [-0.74, 2.10, -0.82], [2.28, 2.64, 0.56], [4.13, 2.31, 0.34], [2.99, 1.33, 1.43], [-4.32, 1.78, 0.46], [-3.36, 2.34, -0.94], [-2.64, 2.14, 0.96]],
  "total_charge": 1,
  "homo_energy_ev": [-11.9, -12.4],
  "homo_lumo_gap_ev": [6.5784, 7.2169],
  "e_above_lowest_kcal_mol": 108.2,
  "e_lumo_ev": [-5.37, -5.15]
}

{
  "formula": "C45H38ClF4IN3O17",
  "method": "ωB97M-V/def2-TZVPD",
  "species": ["C", "C", "C", "N", "N", "C", "Cl", "C", "C", "C", "C", "I", "C", "O", "C", "N", "C", "C", "F", "F", "C", "F", "F", "C", "C", "C", "C", "C", "C", "C", "C", "H", "H", "H", "H", "H", "H", "H", "H", "H", "H", "H", "H", "H", "H", "H", "H", "H", "H", "H", "H", "H", "H", "C", "C", "C", "O", "C", "C", "C", "O", "O", "O", "H", "H", "H", "H", "C", "C", "C", "O", "C", "C", "C", "O", "O", "O", "H", "H", "H", "H", "C", "C", "C", "O", "C", "C", "C", "O", "O", "O", "H", "H", "H", "H", "C", "C", "C", "O", "C", "C", "C", "O", "O", "O", "H", "H", "H", "H"],
  "coordinates": [[-0.61, 5.59, -3.98], [-0.89, 5.23, -2.47], [0.26, 5.58, -1.50], [1.33, 4.57, -1.34], [1.38, 3.60, -2.33], [0.74, 2.43, -2.04], [-0.09, 2.31, -0.53], [0.72, 1.37, -2.91], [0.00, 0.06, -2.61], [0.78, -0.75, -1.53], [2.28, -0.95, -1.86], [-0.12, -2.72, -1.51], [1.43, 1.57, -4.12], [1.36, 0.49, -5.00], [0.41, 0.68, -5.91], [-0.30, 1.02, -6.78], [2.14, 2.72, -4.42], [2.91, 2.88, -5.73], [2.10, 3.43, -6.67], [3.96, 3.73, -5.64], [3.50, 1.55, -6.34], [4.71, 1.81, -6.89], [2.71, 1.16, -7.37], [2.08, 3.75, -3.47], [2.77, 5.09, -3.64], [4.23, 4.99, -3.16], [4.73, 3.84, -2.54], [6.05, 3.77, -2.11], [6.92, 4.84, -2.26], [6.43, 5.98, -2.89], [5.12, 6.04, -3.33], [0.28, 6.21, -4.08], [-1.50, 6.06, -4.41], [-0.48, 4.63, -4.51], [-1.73, 5.88, -2.18], [-1.27, 4.20, -2.36], [0.64, 6.58, -1.80], [-0.19, 5.74, -0.51], [2.25, 4.95, -1.12], [-0.98, 0.31, -2.16], [-0.11, -0.52, -3.53], [0.73, -0.27, -0.55], [2.78, -1.28, -0.94], [2.80, -0.04, -2.19], [2.46, -1.75, -2.60], [3.60, 0.71, -5.64], [2.24, 5.92, -3.16], [2.79, 5.32, -4.72], [4.12, 2.96, -2.34], [6.38, 2.85, -1.61], [7.93, 4.73, -1.88], [7.11, 6.82, -3.01], [4.81, 6.96, -3.83], [-3.85, -2.56, 3.98], [-3.97, -3.82, 3.55], [-3.07, -4.39, 2.50], [-3.21, -5.54, 2.16], [-2.05, -3.51, 1.93], [-1.93, -2.25, 2.36], [-2.83, -1.70, 3.43], [-2.65, -0.53, 3.78], [-1.02, -1.40, 1.87], [-4.91, -4.64, 4.04], [-4.50, -2.14, 4.73], [-1.41, -3.92, 1.16], [-1.15, -0.56, 2.36], [-4.78, -5.49, 3.57], [-5.31, 3.43, 3.92], [-5.00, 2.14, 3.73], [-5.98, 1.05, 4.04], [-5.67, -0.11, 3.83], [-7.28, 1.42, 4.58], [-7.59, 2.71, 4.77], [-6.62, 3.80, 4.44], [-6.96, 4.96, 4.61], [-8.77, 3.09, 5.26], [-3.80, 1.78, 3.26], [-4.62, 4.23, 3.70], [-7.97, 0.63, 4.81], [-8.74, 4.07, 5.30], [-3.74, 0.79, 3.21], [0.82, -1.80, 7.81], [-0.38, -1.72, 7.21], [-1.06, -2.94, 6.66], [-2.16, -2.81, 6.15], [-0.39, -4.22, 6.78], [0.81, -4.30, 7.37], [1.49, -3.09, 7.94], [2.57, -3.22, 8.49], [1.47, -5.45, 7.50], [-1.02, -0.56, 7.06], [1.32, -0.93, 8.20], [-0.88, -5.09, 6.37], [2.30, -5.24, 7.96], [-1.86, -0.78, 6.60], [2.22, -7.98, -2.83], [1.88, -7.00, -1.98], [0.54, -6.97, -1.30], [0.30, -6.06, -0.53], [-0.41, -8.02, -1.61], [-0.08, -9.01, -2.46], [1.27, -9.05, -3.11], [1.53, -9.98, -3.86], [-0.92, -9.99, -2.76], [2.71, -5.99, -1.69], [3.18, -8.01, -3.32], [-1.38, -7.98, -1.13], [-0.44, -10.57, -3.39], [2.23, -5.43, -1.06]],
  "total_charge": 1,
  "homo_energy_ev": -10.9,
  "homo_lumo_gap_ev": 6.2371,
  "e_lumo_ev": -4.70
}

{
  "formula": "C3H8S2",
  "method": "ωB97M-V/def2-TZVPD",
  "species": ["C", "C", "S", "S", "C", "H", "H", "H", "H", "H", "H", "H", "H"],
  "coordinates": [[-0.52, -1.06, -2.68], [-0.94, -0.99, -1.27], [-0.22, 0.53, -0.48], [0.08, 0.10, 1.50], [1.56, 0.91, 1.98], [0.58, -1.08, -2.79], [-1.01, -0.30, -3.30], [-0.92, -2.02, -2.98], [-1.99, -1.06, -1.12], [-0.69, -1.96, -0.83], [1.79, 0.37, 2.94], [2.39, 0.80, 1.24], [1.53, 1.97, 2.33]],
  "total_charge": 0,
  "homo_energy_ev": -7.9,
  "homo_lumo_gap_ev": 8.7362,
  "e_above_lowest_kcal_mol": 18.8,
  "e_lumo_ev": 0.86
}

{
  "formula": "C10H10BN3O2S",
  "method": "ωB97M-V/def2-TZVPD",
  "species": ["O", "B", "O", "C", "C", "C", "C", "N", "S", "N", "C", "C", "H", "H", "H", "H", "H", "N", "C", "C", "C", "C", "H", "H", "H", "H", "H"],
  "coordinates": [[1.98, -1.60, 0.85], [1.35, -1.56, -0.44], [2.06, -1.30, -1.63], [-0.25, -1.81, -0.42], [-1.03, -0.82, 0.47], [-2.47, -0.90, 0.65], [-3.16, -1.99, -0.14], [-4.52, -2.28, -0.16], [-4.70, -3.56, -1.22], [-3.13, -3.93, -1.72], [-2.41, -2.97, -1.03], [-0.91, -2.87, -1.16], [1.65, -2.44, 1.23], [2.89, -1.82, -1.54], [-0.47, -0.01, 1.02], [-3.02, -0.19, 1.31], [-0.30, -3.56, -1.78], [1.97, 4.38, 0.95], [2.63, 3.21, 1.17], [1.93, 2.20, 0.56], [0.80, 2.80, -0.06], [0.85, 4.14, 0.20], [2.26, 5.28, 1.29], [3.55, 3.19, 1.75], [2.20, 1.16, 0.56], [0.03, 2.29, -0.63], [0.19, 4.95, -0.09]],
  "total_charge": 0,
  "homo_energy_ev": -8.3,
  "homo_lumo_gap_ev": 7.4488,
  "e_above_lowest_kcal_mol": 0.0,
  "e_lumo_ev": -0.87
}